# 1
Formula: C7H6O3
Source: OMol25
Level of theory: wB97M-V/def2-TZVPD

Each line ends with the natural charge from an NBO analysis.
Atoms and positions in Å:
C 0.2726 2.3140 -1.4991  0.4331
C -0.5576 1.7795 0.1606  0.0139
C 0.6016 1.3257 0.8337  -0.2327
C 1.5921 -1.0714 1.1701  0.4165
C 0.6484 -0.1186 0.5699  -0.2800
C -0.5926 -0.4084 -0.0632  0.4287
C -1.1803 -1.6876 -0.7414  -0.6526
O 0.6647 1.5320 -2.2546  -0.5099
O 1.3925 -2.2496 1.1380  -0.5208
O -1.3016 0.6608 -0.2695  -0.4041
H -1.2106 2.6000 0.4713  0.2382
H 1.4702 1.9012 1.2338  0.2445
H 2.3929 -0.6441 1.7551  0.1190
H -2.1336 -1.7683 -0.2615  0.2245
H -1.3338 -1.5879 -1.7779  0.2349
H -0.7249 -2.5773 -0.4653  0.2470

Results
net charge: 0
strongest force on any atom: 3.876 eV/Å
relative energy (zero: lowest compared OMol25 entry of this formula, charge and spin): 69.5 kcal/mol
gap between HOMO and LUMO: 8.330 eV
2S+1: 1

# 2
Formula: C2H5NO2
Source: OMol25
Level of theory: wB97M-V/def2-TZVPD

Each line ends with the natural charge from an NBO analysis.
Atoms and positions in Å:
O 1.4441 0.8335 1.1660  -0.5062
C 2.0064 0.1778 0.2699  0.2287
H 1.4790 0.2660 -0.7053  0.1415
H 3.0631 -0.0718 0.3830  0.1437
C -1.2789 0.5053 -0.2858  0.5218
N -1.5748 -0.9203 0.0264  -0.8765
O -1.5589 1.1369 -1.2873  -0.5698
H -0.6335 0.9286 0.5004  0.1463
H -0.8441 -1.3610 0.5344  0.3810
H -2.1022 -1.4950 -0.6017  0.3894

Results
SMILES: NC=O.C=O
net charge: 0
strongest force on any atom: 4.543 eV/Å
relative energy (zero: lowest compared OMol25 entry of this formula, charge and spin): 46.3 kcal/mol
gap between HOMO and LUMO: 10.039 eV
2S+1: 1

# 3
Formula: C66H147N9O9
Source: OMol25
Level of theory: wB97M-V/def2-TZVPD

Each line ends with the Mulliken charge.
Atoms and positions in Å:
C 1.8837 -0.6741 -4.0208  -0.8887
C 0.4124 -0.2849 -4.0587  1.4973
C 0.1266 1.0090 -4.8957  -0.3137
O -1.1828 1.4680 -4.9412  -0.5688
C -1.6509 2.0228 -3.7153  0.0727
N -0.5407 -1.2808 -4.5565  -0.8339
H 2.2424 -1.6926 -3.8726  0.5114
H 2.3867 -0.0529 -3.2798  -0.1264
H 2.2642 -0.5318 -5.0323  0.2881
H 0.1783 0.0344 -3.0432  0.1888
H 0.4501 0.8410 -5.9230  0.5012
H 0.7953 1.8518 -4.7205  -0.8689
H -1.5685 1.3035 -2.9005  0.1535
H -2.6828 2.3427 -3.8605  0.6112
H -1.0309 2.8437 -3.3550  -1.3455
H -1.0246 -1.7616 -3.8116  0.6831
H -1.2680 -0.6080 -4.7527  0.6288
C 6.0207 -2.5256 1.6987  -1.2998
C 4.7509 -2.0253 0.9758  0.4282
C 4.5804 -2.2805 -0.6161  -1.2953
O 3.3950 -1.6512 -1.0283  0.0644
C 3.0980 -1.5816 -2.3778  -0.7146
N 3.6323 -2.6898 1.5347  -0.0632
H 6.9438 -2.1129 1.2917  0.5283
H 6.1580 -3.6066 1.7211  0.3168
H 6.0719 -2.0490 2.6776  0.3642
H 4.6389 -0.9463 1.0823  -0.5440
H 4.4798 -3.3534 -0.7800  0.8451
H 5.4953 -2.0006 -1.1384  0.3759
H 3.3095 -2.5199 -2.8906  0.6434
H 3.6639 -0.7694 -2.8340  0.1458
H 2.0295 -1.3941 -2.4839  -0.0649
H 2.8282 -2.2158 1.1489  -0.2120
H 3.5994 -2.2964 2.4644  0.4994
C -2.9372 -1.2719 -4.2047  -2.3493
C -2.6072 -1.4229 -2.7379  1.7276
C -3.1939 -2.6656 -2.1116  -1.9198
O -2.8872 -2.6756 -0.6901  0.9006
C -3.1761 -3.9664 -0.1531  -0.8530
N -1.1321 -1.5408 -2.7020  0.5361
H -2.3948 -1.9626 -4.8503  0.4909
H -2.8262 -0.2460 -4.5558  0.4540
H -3.9806 -1.5239 -4.3941  0.5695
H -2.9325 -0.5915 -2.1125  -0.7039
H -2.8129 -3.5292 -2.6568  0.3993
H -4.2608 -2.6031 -2.3262  0.2805
H -2.5823 -4.8228 -0.4728  0.6643
H -4.2136 -4.2641 -0.3049  0.4106
H -3.0651 -3.8988 0.9291  0.6279
H -0.8299 -2.4943 -2.8424  0.3055
H -0.8164 -1.3182 -1.7688  -0.9905
C -4.7957 5.2367 2.5972  -2.0850
C -4.1237 4.0249 1.8569  0.9737
C -5.2504 3.4551 0.9426  -1.6711
C -4.8007 2.3320 -0.0384  -0.1397
C -3.5397 2.6902 -0.9130  -0.7276
C -2.4546 3.4604 -0.0888  0.9271
N -3.0744 4.4061 0.8675  0.6121
O -2.0684 5.2304 1.4489  -0.4561
C -1.4204 2.4306 0.5331  -1.1752
C -1.7224 4.2948 -1.1675  -2.5997
C -3.6557 2.9336 2.8643  -0.4225
H -5.1568 5.9475 1.8539  0.4977
H -4.0367 5.6762 3.2444  0.3497
H -5.6486 4.8590 3.1611  0.4396
H -5.9143 2.9178 1.6197  0.2656
H -5.7012 4.3239 0.4628  0.6601
H -5.6702 2.2633 -0.6921  0.7583
H -4.6161 1.4424 0.5638  -0.9268
H -3.8330 3.2737 -1.7857  0.7089
H -3.0971 1.7964 -1.3529  -0.5171
H -1.8978 1.4581 0.6534  0.4334
H -0.6053 2.2328 -0.1631  -0.5944
H -0.8374 2.8307 1.3626  1.0437
H -0.8916 4.7968 -0.6718  0.6613
H -1.3376 3.7053 -1.9997  -0.7561
H -2.2568 5.1606 -1.5586  1.2523
H -2.6684 3.1809 3.2544  0.2551
H -3.4911 1.9242 2.4873  -0.4840
H -4.2392 2.9024 3.7845  0.6529
H -2.1054 6.0101 0.8902  0.3457
C -0.4088 -7.0816 5.1309  -1.9499
C -1.5411 -6.5857 4.1809  1.6520
C -2.0568 -5.2807 4.8127  -2.1791
C -2.9739 -4.3898 3.9642  -0.3870
C -2.1776 -4.0640 2.6961  -0.4791
C -1.7250 -5.2995 1.8658  1.0817
N -1.0436 -6.1764 2.8142  1.0345
O -0.3893 -7.1888 2.1436  -0.5628
C -2.9426 -5.8680 1.0951  -1.1283
C -0.7302 -4.6787 0.8229  -0.5245
C -2.6091 -7.7516 4.1143  -1.5236
H 0.4992 -6.4834 5.2059  0.3858
H -0.0158 -7.9540 4.6088  0.4197
H -0.7273 -7.2295 6.1628  0.3739
H -2.5736 -5.5447 5.7354  0.7872
H -1.3105 -4.6339 5.2740  0.4140
H -3.3156 -3.5452 4.5625  -0.2423
H -3.7919 -5.0741 3.7391  0.3956
H -1.2554 -3.5461 2.9595  0.6043
H -2.6924 -3.3935 2.0080  -0.6379
H -2.6561 -6.8419 0.6982  0.4881
H -3.7727 -6.0554 1.7762  0.0718
H -3.2904 -5.1971 0.3096  -0.2545
H -0.2058 -5.2242 0.0383  0.4158
H -1.0724 -3.7499 0.3665  -0.9533
H 0.1333 -4.3493 1.4007  0.8478
H -3.0378 -8.1938 5.0136  0.4198
H -2.2120 -8.5738 3.5190  0.3605
H -3.5481 -7.4036 3.6839  0.2900
H 0.4642 -6.7842 1.9723  0.3611
C 1.4994 0.7819 -1.9981  -3.1014
C 0.8053 0.5227 -0.6447  3.5460
C -0.6543 0.2158 -1.0316  0.4065
C -1.4859 -0.5031 0.0509  -0.2859
C -0.7875 -1.7537 0.4827  -1.3364
C 0.6704 -1.5431 0.9937  2.2311
N 1.4917 -0.7281 -0.0036  0.4916
O 2.7757 -0.5003 0.4011  -0.3965
C 0.6014 -0.9347 2.4238  -2.2940
C 1.2228 -2.9982 1.1817  -1.7081
C 1.0300 1.8235 0.2274  -1.2356
H 2.5034 1.1827 -1.8585  0.9251
H 0.9165 1.5281 -2.5380  0.2365
H 1.6219 -0.1894 -2.4774  0.0427
H -1.1835 1.1109 -1.3587  -0.5723
H -0.5738 -0.4673 -1.8771  -1.0823
H -2.4572 -0.6911 -0.4065  -1.2713
H -1.5384 0.1163 0.9463  0.4162
H -0.8019 -2.3685 -0.4173  1.0711
H -1.3658 -2.3894 1.1532  1.2180
H 0.0101 -1.5461 3.1055  0.4213
H 1.6251 -0.9687 2.7965  0.2527
H 0.2975 0.0949 2.6125  0.1430
H 0.5341 -3.8289 1.3358  -1.5254
H 1.8990 -3.2705 0.3713  -0.0165
H 1.7752 -3.0723 2.1185  0.6681
H 0.6099 1.7403 1.2297  0.3228
H 0.7780 2.7414 -0.3037  -0.1704
H 2.0914 2.0655 0.2825  0.1707
H 3.1861 -1.1247 -0.2017  -1.0631
C -6.5548 -0.7566 2.5579  -1.7254
C -5.2777 -1.5727 2.3730  1.1023
C -4.7363 -1.4953 0.9277  -1.4082
C -3.9132 -0.2040 0.6401  0.8768
C -2.8514 -0.0974 1.7187  0.7007
C -3.2979 -0.2692 3.2022  1.1551
N -4.2006 -1.3667 3.3535  1.4435
O -4.6052 -1.6280 4.6170  -0.6762
C -1.9535 -0.5177 4.0064  -1.7355
C -3.8482 1.0945 3.6675  -1.4676
C -5.6499 -3.0483 2.4746  -0.7822
H -7.3288 -0.9919 1.8273  0.4024
H -6.3106 0.3057 2.5525  0.0488
H -6.9559 -0.9597 3.5508  0.4890
H -4.1239 -2.3092 0.5397  -1.4861
H -5.6143 -1.4613 0.2827  1.2418
H -4.6305 0.6160 0.6755  -0.1446
H -3.5080 -0.1896 -0.3716  0.7315
H -2.2480 0.8032 1.6059  0.3044
H -2.1785 -0.9467 1.6005  0.1521
H -2.2491 -0.5510 5.0551  0.9709
H -1.3914 -1.4030 3.7091  -0.2322
H -1.2291 0.2767 3.8269  0.2916
H -3.1673 1.9290 3.8351  0.5250
H -4.6049 1.4819 2.9852  0.0027
H -4.3646 1.0122 4.6239  0.1742
H -5.9816 -3.4667 1.5244  0.2245
H -6.4546 -3.2308 3.1868  0.4139
H -4.7419 -3.5723 2.7733  -0.1413
H -3.8556 -2.0207 5.0704  0.4505
C -0.2801 6.5593 -1.5151  -1.6941
C 0.2916 5.4939 -2.4059  1.0955
C 1.2655 6.2520 -3.2697  -1.2282
C 2.1952 5.3479 -4.1237  -1.0909
C 2.9880 4.4307 -3.1627  -1.2350
C 2.0865 3.5922 -2.3656  0.3116
N 1.0153 4.4033 -1.7258  -0.1603
O 0.1997 3.6154 -0.8099  0.7596
C 1.4747 2.4283 -3.1872  -0.2149
C 2.9889 2.8739 -1.2727  -2.1130
C -0.8550 4.9249 -3.3217  -1.1903
H -0.8921 6.1493 -0.7117  0.4356
H -0.8868 7.2454 -2.1062  0.3427
H 0.5319 7.0134 -0.9471  0.5930
H 0.7864 6.7978 -4.0825  0.4368
H 1.8539 7.0175 -2.7640  0.3375
H 2.8875 5.8940 -4.7645  0.5696
H 1.6256 4.7834 -4.8619  0.3677
H 3.5213 5.0594 -2.4495  0.5463
H 3.6399 3.7296 -3.6838  0.5516
H 0.5442 2.1068 -2.7192  0.2385
H 1.1962 2.6898 -4.2080  -0.1514
H 2.0772 1.5250 -3.2830  0.9306
H 3.4666 3.5829 -0.5965  0.8307
H 2.3309 2.2658 -0.6519  -1.0562
H 3.8043 2.3148 -1.7316  1.3572
H -1.5671 5.5724 -3.8334  0.4513
H -1.5151 4.4992 -2.5659  1.1763
H -0.3870 4.1977 -3.9852  0.2945
H 0.8388 3.3804 -0.1332  0.0943
C 7.8471 1.8595 -2.9264  -2.0306
C 7.6107 1.6006 -1.4256  1.3573
C 7.5298 2.9803 -0.6845  -1.1008
C 6.8476 3.0297 0.6722  -1.1675
C 5.5200 2.3164 0.6265  -0.4633
C 5.5526 0.8972 0.0580  2.4258
N 6.3278 0.9000 -1.2510  1.3451
O 6.2159 -0.3080 -1.8838  -0.5403
C 6.2177 -0.1385 1.1023  -2.6962
C 4.1312 0.5903 -0.2674  0.3610
C 8.8215 0.7877 -0.8853  -1.7868
H 6.9457 2.2129 -3.4271  0.2579
H 8.1170 0.9215 -3.4115  0.3856
H 8.6019 2.6455 -2.9498  0.5099
H 8.5324 3.3732 -0.5156  0.4647
H 7.0162 3.6467 -1.3774  0.4335
H 6.7868 4.0244 1.1138  0.4196
H 7.3995 2.3704 1.3421  0.4734
H 4.8562 3.0092 0.1093  -0.3523
H 5.1521 2.1930 1.6451  0.4121
H 6.5789 -1.0156 0.5655  0.2990
H 7.0955 0.1934 1.6567  0.3371
H 5.4258 -0.4160 1.7980  1.1364
H 3.5796 0.3920 0.6516  0.4858
H 3.6223 1.4143 -0.7675  -1.2664
H 4.0729 -0.3555 -0.8060  0.3019
H 8.8070 -0.2499 -1.2186  0.3134
H 8.8057 0.7305 0.2031  0.3239
H 9.7821 1.1593 -1.2421  0.4604
H 5.7568 -0.0858 -2.6971  0.2859

Results
net charge: 0
strongest force on any atom: 15.271 eV/Å
relative energy (zero: lowest compared OMol25 entry of this formula, charge and spin): 1906.8 kcal/mol
gap between HOMO and LUMO: 7.176 eV
2S+1: 1